A structure of composition C41H36ClN4O8P2Sm in a non-equilibrium geometry. Source: OMol25; level of theory: wB97M-V/def2-TZVPD.

For the LUMO energy (spin up / spin down), the calculation gives -0.13 / -0.13 eV. For the molecular weight, the calculation gives 960.520 Da. The expectation value of S² is 8.76. The energy comes out at -4205.8603 a.u. The value obtained for the energy above the lowest of the compared OMol25 structures with the same formula, charge and spin is 0.000 eV. The HOMO-LUMO gap (spin up / spin down) comes out at 8.1 / 8.2 eV. The spin multiplicity is 6. The HOMO energy (spin up / spin down) is -8.3 / -8.3 eV.

Last column: Mulliken charge in e.
Element x y z (Å)
Sm -0.367 1.013 0.297  -0.073
C -1.744 5.075 2.020  -1.483
C -1.836 3.577 2.108  0.659
O -0.962 2.843 1.644  -0.360
N -2.919 3.085 2.723  0.028
C -3.198 1.654 2.810  -0.852
C -3.871 1.136 1.561  0.809
C -5.250 1.005 1.507  -0.822
C -5.834 0.521 0.349  -0.612
C -5.013 0.190 -0.714  -1.142
C -3.648 0.374 -0.576  -0.145
N -3.075 0.841 0.534  0.686
H -0.706 5.360 1.876  0.248
H -2.138 5.548 2.918  0.455
H -2.322 5.415 1.159  0.304
H -3.650 3.721 2.987  0.266
H -3.830 1.480 3.678  0.645
H -2.253 1.131 2.951  -0.404
H -5.855 1.258 2.369  0.465
H -6.907 0.392 0.284  0.418
H -5.411 -0.205 -1.638  0.508
H -2.988 0.136 -1.397  0.524
C 0.310 -0.364 -3.226  -1.467
C 1.794 -0.015 -3.088  -1.912
P 2.193 0.689 -1.415  1.663
C 1.844 2.493 -1.536  0.447
C 1.867 3.200 -0.327  -0.338
C 1.628 4.568 -0.309  -0.640
C 1.361 5.242 -1.490  -0.718
C 1.353 4.548 -2.692  -0.727
C 1.596 3.186 -2.717  -0.551
C 4.020 0.712 -1.611  0.457
C 4.677 -0.519 -1.574  -0.271
C 6.044 -0.597 -1.780  -0.706
C 6.778 0.557 -2.011  -0.559
C 6.137 1.786 -2.027  -0.773
C 4.766 1.868 -1.824  -0.716
P -0.344 -1.103 -1.647  2.211
C -1.759 -2.103 -2.236  0.413
C -2.182 -3.179 -1.454  -0.758
C -3.286 -3.926 -1.828  -0.731
C -3.988 -3.602 -2.982  -0.544
C -3.594 -2.514 -3.745  -0.771
C -2.489 -1.761 -3.371  -0.398
C 0.872 -2.436 -1.312  -0.018
C 1.129 -3.434 -2.250  -0.807
C 2.043 -4.437 -1.971  -0.689
C 2.698 -4.459 -0.746  -0.696
C 2.442 -3.475 0.196  -0.560
C 1.533 -2.464 -0.085  -0.441
H 0.143 -1.046 -4.062  0.685
H -0.269 0.546 -3.391  0.497
H 2.134 0.650 -3.884  0.981
H 2.395 -0.924 -3.153  0.651
H 2.129 2.688 0.590  0.582
H 1.670 5.101 0.633  0.579
H 1.167 6.307 -1.479  0.380
H 1.149 5.072 -3.617  0.398
H 1.571 2.666 -3.666  0.250
H 4.107 -1.424 -1.381  0.130
H 6.540 -1.559 -1.755  0.434
H 7.847 0.502 -2.171  0.375
H 6.704 2.692 -2.199  0.412
H 4.284 2.835 -1.832  0.381
H -1.641 -3.428 -0.549  0.364
H -3.608 -4.759 -1.216  0.441
H -4.842 -4.194 -3.284  0.413
H -4.150 -2.245 -4.635  0.422
H -2.198 -0.903 -3.967  0.350
H 0.610 -3.426 -3.203  0.386
H 2.239 -5.211 -2.703  0.453
H 3.408 -5.247 -0.527  0.415
H 2.950 -3.490 1.152  0.500
H 1.341 -1.691 0.648  0.426
O 2.101 1.439 3.400  -0.741
C 1.505 0.654 2.686  -0.275
O 1.434 0.723 1.394  0.288
C 0.754 -0.501 3.329  0.715
C 1.227 -1.003 4.511  -0.384
C 0.520 -1.996 5.190  -0.921
C -0.713 -2.408 4.740  -0.275
C -1.231 -1.894 3.563  -1.065
C -0.463 -0.991 2.742  1.048
O -0.847 -0.633 1.569  0.689
N -2.571 -2.318 3.213  0.994
O -3.069 -3.215 3.880  -0.709
O -3.154 -1.794 2.278  -0.536
N 1.062 -2.569 6.406  1.044
O 0.363 -3.342 7.040  -0.638
O 2.189 -2.240 6.734  -0.633
H 2.146 -0.615 4.928  0.639
H -1.285 -3.127 5.307  0.693
Cl -1.311 2.309 -1.652  -0.356

***

A structure of composition C41H36F6N7O8S2Ta in a non-equilibrium geometry. Source: OMol25; level of theory: wB97M-V/def2-TZVPD.

For the LUMO energy, the calculation gives -7.60 eV. For the molecular weight, the calculation gives 1113.850 Da. The total charge is +2. The energy comes out at -4021.4737 a.u. The HOMO-LUMO gap comes out at 5.5 eV. The HOMO energy is -13.1 eV.

Last column: Mulliken charge in e.
Element x y z (Å)
Ta -0.039 0.469 -0.212  0.619
N -2.247 0.877 2.470  0.079
C -1.007 0.795 2.924  -0.281
N -0.852 0.943 4.232  -0.792
C 0.370 0.788 4.708  -0.021
N 0.563 0.917 6.016  -0.331
N 1.467 0.490 3.959  -0.735
C 1.249 0.368 2.691  0.696
N 0.050 0.533 2.060  0.879
C 2.407 -0.025 1.848  0.263
C 3.681 -0.066 2.365  -0.742
C 4.708 -0.521 1.553  -0.812
C 4.413 -0.941 0.270  -1.362
C 3.107 -0.855 -0.178  -0.588
N 2.117 -0.390 0.593  0.648
H -2.966 0.997 3.160  0.432
H -2.493 0.688 1.514  -0.696
H -0.211 1.139 6.616  0.263
H 1.485 0.809 6.398  0.249
H 3.845 0.243 3.386  0.617
H 5.724 -0.555 1.926  0.503
H 5.180 -1.327 -0.387  0.536
H 2.845 -1.162 -1.182  0.824
F 2.936 1.835 -2.484  -0.164
C 2.021 1.907 -3.428  0.639
F 2.489 1.426 -4.556  -0.192
F 1.619 3.161 -3.589  -0.193
S 0.511 0.894 -2.977  1.476
O 1.044 -0.126 -2.012  -0.760
O -0.060 0.449 -4.203  -0.619
N -0.408 1.724 -2.023  0.159
S 0.673 2.979 0.860  0.216
O 1.409 1.958 -0.045  -0.590
O -0.774 2.594 0.603  -0.553
C 0.859 4.564 -0.139  0.799
F 0.469 5.554 0.635  -0.198
F 2.129 4.706 -0.473  -0.208
F 0.102 4.546 -1.241  -0.182
C -1.043 -3.100 -4.186  -1.263
C -2.297 -3.097 -3.344  1.062
C -3.394 -3.963 -3.893  -1.684
O -1.955 -3.508 -2.017  -0.340
C -2.249 -2.475 -1.084  -0.377
C -2.214 -1.272 -2.020  -0.350
O -2.807 -1.756 -3.194  -0.263
C -2.802 0.070 -1.532  1.107
O -2.014 0.511 -0.441  0.510
C -4.268 0.031 -1.085  0.544
C -4.693 1.001 -0.174  -0.415
C -6.007 1.021 0.270  -1.030
C -6.912 0.075 -0.196  -0.862
C -6.497 -0.881 -1.114  -0.973
C -5.183 -0.903 -1.568  0.127
C -2.700 1.072 -2.676  0.341
C -3.480 1.016 -3.796  -0.372
C -3.331 1.990 -4.779  -0.779
C -2.424 3.084 -4.681  -1.042
C -1.616 3.161 -3.615  -0.614
C -1.720 2.180 -2.509  0.005
C -1.243 -2.454 0.117  1.146
O -0.337 -1.312 -0.051  1.014
C -0.424 -3.744 0.125  0.497
C 0.928 -3.758 -0.175  -0.448
C 1.645 -4.952 -0.146  -1.011
C 1.005 -6.135 0.177  -0.705
C -0.354 -6.123 0.471  -0.995
C -1.064 -4.935 0.449  -0.118
C -1.931 -2.290 1.486  0.793
C -3.285 -2.034 1.668  -0.223
C -3.828 -1.961 2.951  -1.100
C -3.021 -2.130 4.064  -0.859
C -1.658 -2.363 3.892  -0.814
C -1.124 -2.443 2.619  -0.258
H -0.592 -4.093 -4.142  0.441
H -0.317 -2.376 -3.806  -0.012
H -1.279 -2.857 -5.224  0.378
H -3.050 -4.998 -3.936  0.408
H -3.662 -3.636 -4.900  0.379
H -4.276 -3.911 -3.248  0.359
H -3.247 -2.631 -0.696  0.979
H -1.165 -1.079 -2.224  -0.468
H -3.990 1.747 0.188  0.299
H -6.326 1.778 0.979  0.501
H -7.938 0.087 0.151  0.452
H -7.201 -1.619 -1.484  0.499
H -4.875 -1.657 -2.282  0.590
H -4.189 0.211 -3.925  0.590
H -3.938 1.909 -5.676  0.507
H -2.372 3.818 -5.474  0.504
H -0.886 3.958 -3.506  0.591
H -2.129 2.768 -1.659  0.486
H 1.420 -2.834 -0.434  0.247
H 2.704 -4.956 -0.379  0.489
H 1.559 -7.067 0.200  0.447
H -0.862 -7.048 0.724  0.473
H -2.125 -4.934 0.691  0.441
H -3.957 -1.888 0.832  0.313
H -4.892 -1.781 3.068  0.503
H -3.450 -2.096 5.061  0.441
H -1.018 -2.509 4.756  0.544
H -0.066 -2.661 2.493  0.495